1.
Molecular formula: C30H57BN2O4P2S3SbTi
Method: DFT, ωB97M-V/def2-TZVPD

Calculated values
LUMO energy (spin up / spin down) = 3.54 / 3.54 eV
⟨S²⟩ = 0.7563
ΔE to the lowest compared entry with this formula, charge and spin = 252.7 kJ/mol
Molecular weight = 848.38 g mol⁻¹

```
! wB97M-V def2-TZVPD RIJCOSX def2/J DEFGRID3
* xyz -2 2
Ti 0.109 -0.190 -0.293
C 3.613 0.451 5.150
C 2.117 0.639 4.864
C 1.360 0.597 6.202
C 1.918 2.039 4.268
P 1.619 -0.565 3.452
C -0.225 -0.373 3.400
N -0.717 0.822 2.715
B -0.553 1.218 1.298
N -1.372 2.461 1.253
C -1.619 3.498 0.264
P -0.352 3.848 -1.051
C -1.465 4.825 -2.239
C -2.477 5.818 -1.652
C -2.240 3.752 -3.013
C -0.574 5.571 -3.239
C 0.802 5.047 -0.135
C 1.287 4.247 1.080
C 0.225 6.380 0.344
C 2.029 5.331 -1.019
C -2.001 2.665 2.470
C -2.894 3.646 2.866
C -3.385 3.620 4.175
C -2.988 2.626 5.053
C -2.092 1.632 4.657
C -1.591 1.657 3.364
C 1.753 -2.364 4.034
C 0.837 -3.225 3.151
C 1.408 -2.652 5.495
C 3.202 -2.812 3.769
H 3.957 1.237 5.832
H 3.821 -0.508 5.619
H 4.206 0.513 4.235
H 1.505 1.548 6.727
H 0.289 0.472 6.078
H 1.714 -0.189 6.856
H 2.482 2.763 4.866
H 2.271 2.092 3.242
H 0.873 2.335 4.272
H -0.634 -1.237 2.870
H -0.643 -0.393 4.403
H -2.583 3.330 -0.233
H -1.734 4.441 0.812
H -3.086 5.381 -0.861
H -2.003 6.709 -1.256
H -3.163 6.138 -2.443
H -2.912 3.182 -2.373
H -2.845 4.233 -3.788
H -1.570 3.038 -3.487
H -0.076 6.423 -2.782
H 0.191 4.917 -3.662
H -1.187 5.949 -4.063
H 0.533 4.168 1.861
H 1.567 3.226 0.808
H 2.165 4.744 1.502
H -0.705 6.259 0.896
H 0.937 6.864 1.021
H 0.047 7.064 -0.483
H 2.337 4.448 -1.571
H 1.845 6.127 -1.738
H 2.871 5.640 -0.393
H -3.229 4.411 2.177
H -4.095 4.373 4.494
H -3.392 2.604 6.058
H -1.813 0.850 5.349
H -0.205 -3.192 3.465
H 0.865 -2.961 2.099
H 1.162 -4.266 3.226
H 0.424 -2.278 5.772
H 1.398 -3.737 5.642
H 2.141 -2.239 6.182
H 3.424 -2.818 2.706
H 3.939 -2.168 4.248
H 3.338 -3.824 4.164
C -2.338 0.254 -2.299
O -0.966 0.652 -1.974
C -0.004 -0.070 -2.761
C 1.268 0.751 -2.767
O 1.602 1.024 -1.415
C 2.988 1.210 -1.160
H -2.596 0.787 -3.216
H -2.939 0.567 -1.453
H -2.381 -0.833 -2.426
H -0.372 -0.277 -3.766
H 0.145 -1.080 -2.326
H 1.131 1.698 -3.299
H 2.051 0.159 -3.251
H 3.293 2.190 -1.531
H 3.571 0.417 -1.627
H 3.125 1.140 -0.084
S -2.341 -5.324 0.253
Sb -1.105 -3.641 -0.793
S -1.884 -3.130 -3.014
S -1.761 -1.441 0.440
C 2.571 -3.074 -1.723
C 2.723 -1.985 -0.683
O 3.818 -1.638 -0.260
O 1.597 -1.470 -0.278
H 3.519 -3.244 -2.228
H 1.761 -2.871 -2.423
H 2.251 -3.980 -1.207
*
```

2.
Molecular formula: C30H57CdCl3FN5P
Method: DFT, ωB97M-V/def2-TZVPD

Calculated values
LUMO energy = 2.62 eV
Molecular weight = 756.56 g mol⁻¹

```
! wB97M-V def2-TZVPD RIJCOSX def2/J DEFGRID3
* xyz -1 1
Cd -0.458 -0.941 -0.424
Cl -1.930 -0.033 -3.920
C -0.490 -0.788 -4.621
Cl 0.852 -0.892 -3.473
H -0.184 -0.167 -5.454
H -0.751 -1.794 -4.933
N -3.249 -0.026 -0.257
C -4.663 -0.135 0.063
C -4.944 0.386 1.473
C -4.689 -0.577 2.643
C -3.213 -0.836 2.990
N -2.601 -1.841 2.130
H -2.917 0.931 -0.208
H -3.079 -0.342 -1.205
H -4.941 -1.192 0.005
H -5.306 0.413 -0.644
H -5.993 0.694 1.511
H -4.341 1.288 1.631
H -5.169 -1.540 2.441
H -5.173 -0.150 3.529
H -3.159 -1.114 4.054
H -2.661 0.100 2.879
H -2.742 -2.772 2.499
H -1.601 -1.692 2.009
Cl -1.331 -5.344 -6.266
C -1.333 -4.624 -4.666
C -0.219 -4.750 -3.850
C -0.238 -4.205 -2.580
C -1.359 -3.520 -2.067
C -1.375 -2.957 -0.730
C -2.462 -3.414 -2.937
C -2.456 -3.951 -4.213
H 0.654 -5.280 -4.210
H 0.642 -4.289 -1.955
H -0.725 -3.481 -0.029
H -2.372 -2.808 -0.320
H -3.348 -2.892 -2.592
H -3.321 -3.856 -4.857
N 2.074 -2.236 -0.908
C 2.411 -2.581 0.146
N 2.815 -2.978 1.333
C 2.818 -2.056 2.472
C 4.082 -2.302 3.313
C 5.206 -2.825 2.419
C 4.853 -4.225 1.897
C 3.348 -4.306 1.559
H 1.904 -2.183 3.053
H 2.793 -1.045 2.074
H 3.882 -3.034 4.100
H 4.375 -1.371 3.801
H 6.156 -2.862 2.957
H 5.333 -2.138 1.579
H 5.091 -4.973 2.657
H 5.452 -4.449 1.013
H 2.797 -4.767 2.385
H 3.175 -4.912 0.671
C 2.836 3.414 0.769
C 1.998 2.153 0.553
C 2.802 1.130 -0.262
C 1.742 1.490 1.916
P 0.284 2.357 -0.304
N -0.326 1.094 -0.903
C 0.529 3.637 -1.729
C 1.721 3.128 -2.554
C -0.695 3.524 -2.654
C 0.767 5.102 -1.362
C -0.853 3.205 1.013
C -2.076 3.705 0.229
C -1.350 2.101 1.966
C -0.286 4.371 1.823
H 3.720 3.146 1.358
H 2.292 4.183 1.317
H 3.188 3.844 -0.168
H 3.635 0.754 0.343
H 3.223 1.547 -1.174
H 2.169 0.285 -0.534
H 2.698 1.153 2.334
H 1.092 0.614 1.819
H 1.310 2.183 2.637
H 1.617 2.057 -2.736
H 2.676 3.319 -2.066
H 1.740 3.640 -3.521
H -1.022 2.483 -2.691
H -0.427 3.841 -3.667
H -1.528 4.144 -2.326
H 1.615 5.229 -0.689
H -0.108 5.556 -0.897
H 0.979 5.665 -2.278
H -2.389 2.960 -0.505
H -1.866 4.636 -0.296
H -2.911 3.894 0.911
H -1.393 1.137 1.455
H -2.355 2.345 2.326
H -0.710 1.992 2.840
H 0.104 5.165 1.187
H 0.507 4.054 2.499
H -1.087 4.798 2.437
F 0.217 -1.408 1.615
*
```

3.
Molecular formula: C30H57FIN3O2P
Method: DFT, ωB97M-V/def2-TZVPD

Calculated values
LUMO energy = -2.46 eV
Molecular weight = 668.68 g mol⁻¹

```
! wB97M-V def2-TZVPD RIJCOSX def2/J DEFGRID3
* xyz 1 1
C -0.084 4.814 -1.089
C 0.139 4.164 0.269
C -1.088 3.392 0.779
C -1.280 3.363 2.306
C -0.694 2.113 2.964
C 0.841 2.119 3.094
C 1.601 1.387 1.969
C 2.370 0.134 2.394
C 1.553 -0.982 3.061
C 0.975 -1.981 2.062
C -0.095 -1.355 1.170
C -1.018 -2.385 0.524
C -1.954 -1.841 -0.563
I -3.191 -3.527 -1.202
C -2.827 -0.757 0.092
C -3.682 -0.969 1.363
C -4.537 -2.195 1.681
C -5.930 -2.331 1.011
N -6.301 -1.465 -0.094
N -3.545 -0.069 -1.031
C -2.596 0.883 -1.699
C -1.170 0.306 -1.747
P -0.382 1.355 -3.129
N -0.489 0.339 -4.514
O 1.220 1.239 -2.770
C -1.263 -1.248 -1.874
O -2.176 -1.445 -2.950
C 0.147 -1.839 -2.165
C 0.408 -3.195 -2.876
C 0.437 -4.428 -1.971
C -0.410 -3.479 -4.139
H 0.771 5.416 -1.393
H -0.244 4.062 -1.868
H -0.964 5.461 -1.072
H 0.993 3.485 0.191
H 0.419 4.923 1.004
H -1.000 2.354 0.431
H -1.985 3.800 0.304
H -2.341 3.442 2.552
H -0.798 4.245 2.739
H -0.984 1.260 2.336
H -1.157 1.945 3.939
H 1.179 3.157 3.102
H 1.123 1.711 4.066
H 2.319 2.074 1.522
H 0.898 1.134 1.166
H 2.856 -0.288 1.506
H 3.184 0.444 3.053
H 2.185 -1.512 3.775
H 0.728 -0.554 3.642
H 1.793 -2.361 1.440
H 0.554 -2.845 2.585
H -0.676 -0.668 1.791
H 0.391 -0.749 0.401
H -0.451 -3.221 0.122
H -1.644 -2.810 1.313
H -2.124 0.011 0.426
H -2.955 -0.877 2.173
H -4.295 -0.063 1.465
H -4.701 -2.144 2.759
H -3.953 -3.098 1.526
H -6.038 -3.354 0.651
H -6.692 -2.207 1.781
H -5.927 -1.730 -0.992
H -6.268 -0.474 0.086
H -3.892 -0.776 -1.690
H -4.345 0.450 -0.674
H -2.993 1.091 -2.691
H -2.621 1.810 -1.128
H -0.620 0.579 -0.840
H -0.833 0.864 -5.311
H 0.392 -0.098 -4.768
H 1.446 0.809 -1.934
H -1.708 -1.148 -3.754
H 0.713 -1.860 -1.233
H 0.653 -1.093 -2.775
H 1.443 -3.083 -3.215
H 0.932 -4.222 -1.020
H 1.010 -5.221 -2.453
H -0.557 -4.824 -1.771
H -1.397 -3.876 -3.903
H 0.111 -4.226 -4.740
H -0.532 -2.597 -4.769
F 4.462 2.393 0.560
C 5.728 1.915 0.665
C 6.181 1.521 1.906
C 7.476 1.029 2.004
C 8.281 0.940 0.877
C 7.793 1.348 -0.357
C 6.501 1.843 -0.474
H 5.538 1.611 2.771
H 7.855 0.718 2.968
H 9.289 0.559 0.961
H 8.420 1.286 -1.236
H 6.098 2.171 -1.423
*
```

4.
Molecular formula: C30H57N4O4P2PdSe2Si
Method: DFT, ωB97M-V/def2-TZVPD

Calculated values
LUMO energy (spin up / spin down) = -1.60 / -3.84 eV
⟨S²⟩ = 6.0701
ΔE to the lowest compared entry with this formula, charge and spin = 22.3 kJ/mol
Molecular weight = 892.18 g mol⁻¹

```
! wB97M-V def2-TZVPD RIJCOSX def2/J DEFGRID3
* xyz 1 5
Pd -0.142 0.402 0.296
C 0.674 0.343 4.357
Se 1.357 0.502 2.552
C 1.878 -1.362 2.319
C 0.720 -2.344 2.346
Se -0.510 -2.202 0.845
C 0.619 -2.984 -0.525
H 1.514 0.087 4.998
H -0.113 -0.403 4.420
H 0.275 1.316 4.638
H 2.587 -1.594 3.115
H 2.401 -1.374 1.366
H 0.089 -2.222 3.224
H 1.088 -3.370 2.346
H 0.890 -3.994 -0.231
H 1.485 -2.350 -0.683
H 0.016 -3.018 -1.430
N -1.365 0.127 -1.546
C -2.213 0.554 -2.458
C -2.631 -0.267 -3.546
C -3.511 0.238 -4.471
C -3.988 1.549 -4.352
C -3.574 2.366 -3.296
C -2.696 1.893 -2.351
H -2.246 -1.277 -3.619
H -3.834 -0.382 -5.296
H -4.678 1.936 -5.090
H -3.937 3.383 -3.226
H -2.331 2.511 -1.541
O 2.013 -0.189 -0.554
P 3.164 0.518 -1.235
N 2.642 1.286 -2.578
C 1.249 1.227 -3.059
C 1.263 2.138 -4.280
C 2.677 1.960 -4.833
C 3.521 1.945 -3.564
N 3.985 1.582 -0.320
C 4.034 3.051 -0.489
C 4.714 3.535 0.795
C 4.356 2.462 1.820
C 4.504 1.184 1.007
N 4.276 -0.630 -1.655
C 3.854 -1.690 -2.591
C 5.165 -2.309 -3.069
C 6.130 -1.126 -3.034
C 5.737 -0.411 -1.746
H 0.571 1.578 -2.293
H 0.970 0.203 -3.338
H 1.114 3.174 -3.964
H 0.481 1.880 -4.995
H 2.982 2.752 -5.516
H 2.757 1.005 -5.358
H 3.758 2.966 -3.264
H 4.461 1.400 -3.688
H 3.021 3.445 -0.574
H 4.601 3.343 -1.369
H 4.386 4.535 1.074
H 5.797 3.561 0.659
H 3.315 2.571 2.133
H 4.995 2.476 2.703
H 3.938 0.348 1.414
H 5.555 0.882 0.943
H 3.301 -1.259 -3.436
H 3.203 -2.416 -2.103
H 5.069 -2.769 -4.051
H 5.497 -3.077 -2.365
H 5.956 -0.475 -3.896
H 7.178 -1.423 -3.040
H 5.984 0.650 -1.750
H 6.245 -0.866 -0.892
C -4.169 -0.415 0.512
O -3.706 0.738 1.245
P -2.164 0.823 1.678
O -2.181 2.191 2.489
C -2.410 3.449 1.811
O -2.049 -0.233 2.877
C -2.960 -0.185 4.000
H -5.237 -0.287 0.373
H -3.984 -1.328 1.080
H -3.683 -0.485 -0.457
H -2.347 4.221 2.571
H -3.408 3.455 1.373
H -1.643 3.605 1.057
H -2.931 -1.166 4.465
H -3.974 0.038 3.675
H -2.629 0.575 4.703
C 1.766 5.836 -1.935
Si 0.148 5.258 -1.238
C -0.360 6.371 0.165
C -1.151 5.309 -2.567
C 0.265 3.547 -0.620
C 0.304 2.400 -0.185
H 1.649 6.852 -2.328
H 2.109 5.195 -2.753
H 2.547 5.862 -1.168
H -0.122 7.415 -0.064
H 0.160 6.098 1.087
H -1.438 6.311 0.349
H -1.352 6.340 -2.875
H -2.087 4.874 -2.204
H -0.840 4.746 -3.452
*
```

5.
Molecular formula: C30H58N5O10P
Method: DFT, ωB97M-V/def2-TZVPD

Calculated values
LUMO energy = 0.43 eV
ΔE to the lowest compared entry with this formula, charge and spin = 52.1 kJ/mol
Molecular weight = 679.79 g mol⁻¹
SMILES = CCOP(=O)(CCC[C@@H]1OC(=O)O[C@@H]1CCCCn1cccc1)OCC.CN(C)C=O.CN(C)C=O.CN(C)C=O.CN(C)C=O

```
! wB97M-V def2-TZVPD RIJCOSX def2/J DEFGRID3
* xyz 0 1
C -3.686 2.130 0.323
C -2.838 2.041 1.583
O -1.443 1.823 1.257
P -0.484 3.083 1.436
O -1.177 4.373 1.322
C 0.839 2.853 0.238
C 0.744 3.798 -0.963
C 0.925 3.081 -2.323
C -0.074 3.400 -3.420
O -0.460 4.765 -3.521
C -1.699 4.887 -2.976
O -2.258 5.902 -2.837
O -2.185 3.678 -2.641
C -1.426 2.726 -3.432
C -1.491 1.310 -2.967
C -2.911 0.706 -2.915
C -3.038 -0.630 -3.670
C -3.014 -1.863 -2.759
N -1.655 -2.242 -2.418
C -0.910 -3.230 -3.001
C 0.341 -3.234 -2.398
C 0.349 -2.212 -1.413
C -0.910 -1.632 -1.442
O 0.265 2.969 2.856
C -0.247 2.083 3.861
C 0.032 2.674 5.245
H -3.025 2.353 -0.510
H -4.398 2.945 0.386
H -4.172 1.185 0.112
H -2.981 2.897 2.230
H -3.139 1.163 2.150
H 1.776 2.969 0.774
H 0.819 1.810 -0.080
H -0.172 4.379 -0.959
H 1.551 4.515 -0.885
H 1.899 3.360 -2.717
H 0.964 2.006 -2.169
H 0.424 3.074 -4.336
H -1.856 2.796 -4.434
H -0.877 0.716 -3.642
H -1.031 1.205 -1.989
H -3.652 1.430 -3.242
H -3.142 0.493 -1.875
H -3.999 -0.626 -4.184
H -2.275 -0.712 -4.438
H -3.465 -2.680 -3.313
H -3.569 -1.643 -1.852
H -1.243 -3.894 -3.777
H 1.181 -3.867 -2.620
H 1.135 -1.907 -0.751
H -1.278 -0.827 -0.833
H 0.248 1.117 3.784
H -1.315 1.921 3.762
H -0.884 2.658 5.831
H 0.771 2.097 5.788
H 0.319 3.715 5.160
C 2.981 9.454 -1.245
N 2.823 8.150 -0.635
C 2.104 8.033 0.625
C 3.314 7.033 -1.195
O 3.198 5.920 -0.715
H 3.526 10.122 -0.574
H 2.004 9.891 -1.460
H 3.537 9.364 -2.176
H 2.753 7.604 1.388
H 1.241 7.378 0.507
H 1.771 9.018 0.942
H 3.835 7.214 -2.150
C 5.540 -1.401 1.174
N 4.252 -1.882 1.629
C 4.193 -2.892 2.679
C 3.099 -1.431 1.117
O 1.990 -1.803 1.467
H 6.131 -2.228 0.774
H 6.088 -0.946 2.001
H 5.404 -0.657 0.392
H 3.684 -3.776 2.317
H 3.636 -2.498 3.531
H 5.197 -3.160 2.993
H 3.241 -0.672 0.327
C 0.978 -7.278 4.958
N 1.843 -6.271 4.377
C 1.328 -4.925 4.164
C 3.112 -6.534 4.023
O 3.867 -5.716 3.531
H 0.100 -7.431 4.327
H 0.648 -6.966 5.951
H 1.514 -8.220 5.047
H 1.379 -4.658 3.108
H 1.925 -4.203 4.722
H 0.295 -4.877 4.500
H 3.413 -7.577 4.217
C -3.983 -7.721 -1.088
N -3.534 -6.609 -1.899
C -2.936 -5.448 -1.259
C -3.647 -6.603 -3.239
O -3.287 -5.687 -3.956
H -4.751 -7.391 -0.385
H -3.147 -8.141 -0.525
H -4.401 -8.499 -1.724
H -3.518 -4.558 -1.501
H -1.923 -5.301 -1.633
H -2.913 -5.587 -0.182
H -4.109 -7.520 -3.642
*
```